(1)
{
  "formula": "C39H45DyN5O",
  "method": "ωB97M-V/def2-TZVPD",
  "elements": ["Dy", "N", "N", "C", "C", "C", "C", "H", "H", "H", "C", "C", "H", "H", "H", "C", "C", "H", "H", "H", "C", "H", "H", "H", "C", "H", "H", "H", "C", "H", "C", "H", "C", "H", "C", "H", "C", "C", "H", "C", "C", "H", "C", "H", "N", "C", "C", "C", "H", "C", "C", "H", "H", "H", "C", "H", "C", "C", "H", "H", "H", "C", "H", "H", "H", "C", "N", "N", "C", "O", "C", "C", "C", "C", "C", "C", "C", "C", "C", "H", "H", "H", "H", "H", "H", "H", "H", "H", "H", "H", "H"],
  "xyz": [[-0.31, -0.40, 0.21], [0.96, -4.16, 2.75], [-0.30, -2.17, -1.77], [0.73, 2.01, -0.51], [1.75, 1.08, -0.10], [1.71, 1.00, 1.33], [2.55, 0.15, 2.18], [3.51, -0.10, 1.71], [2.03, -0.89, 2.31], [2.70, 0.55, 3.19], [0.66, 1.86, 1.79], [0.31, 2.17, 3.19], [1.18, 2.08, 3.86], [-0.47, 1.48, 3.55], [-0.09, 3.19, 3.28], [0.04, 2.45, 0.66], [-1.12, 3.37, 0.72], [-1.94, 2.92, 1.31], [-1.52, 3.58, -0.28], [-0.88, 4.33, 1.20], [2.78, 0.45, -0.97], [3.73, 1.01, -0.95], [2.45, 0.40, -2.02], [2.99, -0.58, -0.65], [0.53, 2.52, -1.89], [-0.51, 2.81, -2.06], [0.78, 1.74, -2.63], [1.17, 3.39, -2.11], [0.07, -4.69, 3.58], [0.43, -4.94, 4.60], [-1.28, -4.93, 3.19], [-1.93, -5.47, 3.90], [-1.70, -4.50, 1.91], [-2.74, -4.77, 1.57], [-0.81, -3.72, 1.14], [-1.09, -3.41, 0.11], [0.47, -3.24, 1.83], [1.43, -2.16, 1.78], [1.94, -2.55, 0.76], [-0.71, -1.02, -2.22], [0.38, -2.97, -2.65], [0.91, -3.85, -2.28], [0.10, -2.45, -3.90], [0.26, -2.85, -4.91], [-0.63, -1.24, -3.60], [-0.70, -0.08, -4.34], [0.41, 0.27, -5.12], [0.23, 1.43, -5.88], [1.00, 1.67, -6.60], [-0.91, 2.21, -5.70], [-1.12, 3.38, -6.58], [-1.66, 4.15, -6.04], [-1.70, 3.10, -7.47], [-0.15, 3.76, -6.91], [-1.90, 1.90, -4.75], [-2.79, 2.51, -4.62], [-1.77, 0.77, -3.98], [-2.73, 0.42, -2.87], [-2.82, -0.66, -2.66], [-3.73, 0.78, -3.17], [-2.53, 0.93, -1.91], [1.69, -0.50, -5.09], [1.59, -1.55, -5.39], [2.23, -0.47, -4.12], [2.36, -0.03, -5.82], [-3.16, -1.24, 6.63], [-3.05, -1.29, 5.18], [-1.86, -1.19, 4.54], [-2.10, -0.95, 3.19], [-1.19, -0.71, 2.30], [-3.50, -0.95, 3.05], [-4.06, -1.11, 4.30], [-5.47, -1.15, 4.74], [-0.67, -1.67, 5.20], [-0.77, -2.79, 6.03], [0.30, -3.15, 6.83], [1.50, -2.43, 6.74], [1.63, -1.38, 5.82], [0.52, -0.96, 5.08], [-2.30, -0.71, 7.07], [-3.23, -2.24, 7.07], [-4.07, -0.69, 6.90], [-4.01, -0.83, 2.10], [-5.69, -2.05, 5.33], [-5.76, -0.28, 5.34], [-6.12, -1.17, 3.86], [-1.69, -3.38, 6.03], [0.20, -3.98, 7.54], [2.35, -2.70, 7.38], [2.59, -0.86, 5.70], [0.55, -0.10, 4.42]],
  "e_above_lowest_kj_mol": 0.0,
  "multiplicity": 6,
  "lumo_energy_ev": [1.977, 1.976],
  "charge": -1,
  "molar_mass_da": 762.3
}

---

(2)
{
  "formula": "C39H45FeN8OS2Sb",
  "method": "ωB97M-V/def2-TZVPD",
  "elements": ["Fe", "C", "C", "N", "N", "C", "S", "S", "C", "C", "C", "C", "C", "C", "C", "C", "C", "C", "C", "C", "C", "O", "H", "H", "H", "H", "H", "H", "H", "H", "H", "H", "H", "H", "H", "H", "C", "C", "C", "C", "C", "C", "N", "Sb", "C", "C", "C", "C", "C", "C", "N", "C", "C", "C", "C", "C", "C", "N", "H", "H", "H", "H", "H", "H", "H", "H", "H", "H", "H", "H", "H", "H", "H", "H", "H", "H", "C", "N", "C", "C", "N", "N", "C", "C", "H", "H", "H", "H", "H", "H", "H", "H", "H", "H", "H", "H", "H"],
  "xyz": [[-0.38, 0.20, 0.72], [-2.90, -3.12, 2.83], [-2.49, -2.14, 1.76], [-1.65, -1.19, 2.04], [-1.29, -1.06, 3.36], [-0.96, 0.13, 3.69], [-1.00, 1.54, 2.69], [-0.50, 0.36, 5.40], [-1.94, -0.44, 6.21], [-3.16, 0.43, 6.11], [-3.40, 1.41, 7.07], [-4.50, 2.24, 6.96], [-5.38, 2.10, 5.90], [-5.15, 1.13, 4.94], [-4.04, 0.30, 5.04], [-3.02, -2.21, 0.44], [-3.44, -3.49, -0.26], [-4.68, -3.28, -1.07], [-4.60, -2.26, -1.91], [-3.30, -1.53, -1.86], [-2.92, -1.14, -0.43], [-2.38, 0.00, -0.25], [-3.43, -2.58, 3.62], [-2.01, -3.55, 3.29], [-3.55, -3.90, 2.45], [-1.64, -0.59, 7.24], [-2.08, -1.40, 5.71], [-2.70, 1.53, 7.89], [-4.68, 3.00, 7.72], [-6.25, 2.74, 5.82], [-5.82, 1.02, 4.10], [-3.85, -0.44, 4.27], [-3.53, -4.34, 0.42], [-5.53, -3.94, -0.97], [-5.39, -1.95, -2.58], [-3.27, -0.66, -2.52], [4.03, 1.24, -0.47], [3.44, 0.68, -1.73], [4.27, 0.34, -2.80], [3.71, -0.18, -3.95], [2.33, -0.31, -4.02], [1.57, 0.07, -2.92], [2.11, 0.53, -1.79], [-0.59, 0.02, -3.14], [-0.86, -1.71, -1.85], [-2.09, -2.52, -2.17], [-2.26, -3.78, -1.29], [-1.04, -4.09, -0.49], [-0.10, -3.19, -0.23], [0.99, -3.40, 0.77], [-0.02, -1.93, -0.91], [-1.16, 1.71, -1.90], [-2.27, 2.44, -2.31], [-2.56, 3.62, -1.64], [-1.69, 4.06, -0.67], [-0.59, 3.28, -0.32], [0.44, 3.77, 0.64], [-0.38, 2.08, -0.89], [4.78, 2.00, -0.70], [4.52, 0.45, 0.10], [3.23, 1.66, 0.14], [5.34, 0.50, -2.73], [4.34, -0.47, -4.78], [1.85, -0.70, -4.91], [-2.09, -2.76, -3.23], [-2.54, -4.64, -1.90], [-1.03, -5.05, 0.01], [0.91, -4.39, 1.22], [0.88, -2.64, 1.54], [1.97, -3.30, 0.29], [-2.89, 2.09, -3.12], [-3.45, 4.19, -1.89], [-1.84, 5.01, -0.17], [0.02, 4.45, 1.37], [1.23, 4.28, 0.09], [0.87, 2.91, 1.16], [3.71, 0.60, 4.79], [3.30, 0.90, 3.42], [2.70, 2.21, 3.29], [2.95, -0.13, 2.58], [1.92, -0.14, 1.80], [3.89, -1.16, 2.61], [5.31, -0.85, 2.60], [3.56, -2.45, 2.07], [2.86, 0.69, 5.47], [4.47, 1.32, 5.09], [4.11, -0.40, 4.87], [3.36, 2.93, 3.77], [1.71, 2.28, 3.74], [2.62, 2.46, 2.23], [2.02, -0.90, 1.12], [5.47, 0.21, 2.81], [5.74, -1.08, 1.62], [5.84, -1.44, 3.35], [2.57, -2.74, 2.40], [4.27, -3.18, 2.46], [3.60, -2.48, 0.97]],
  "e_above_lowest_kj_mol": 292.9,
  "multiplicity": 5,
  "lumo_energy_ev": [0.273, 0.242],
  "molar_mass_da": 883.6
}

---

(3)
{
  "formula": "C39H45N5O4PPtSSe",
  "method": "ωB97M-V/def2-TZVPD",
  "elements": ["Pt", "N", "P", "C", "C", "C", "C", "C", "C", "C", "C", "C", "C", "C", "C", "C", "C", "C", "C", "C", "N", "H", "H", "H", "H", "H", "H", "H", "H", "H", "H", "H", "H", "H", "H", "H", "C", "C", "C", "C", "C", "C", "C", "C", "N", "C", "C", "C", "C", "C", "C", "C", "C", "C", "C", "H", "H", "H", "H", "H", "H", "H", "H", "H", "H", "H", "H", "H", "H", "H", "H", "H", "H", "H", "H", "H", "H", "H", "H", "C", "N", "C", "C", "N", "C", "S", "H", "H", "H", "H", "H", "H", "O", "Se", "O", "O", "O"],
  "xyz": [[1.62, 0.56, -0.04], [1.87, 3.35, -1.22], [0.43, 2.55, -0.67], [-0.45, 4.15, -0.30], [-1.68, 4.56, -0.83], [-2.36, 5.65, -0.29], [-1.85, 6.35, 0.79], [-0.64, 5.94, 1.35], [0.04, 4.86, 0.82], [-0.42, 2.02, -2.20], [0.26, 1.96, -3.42], [-0.37, 1.44, -4.54], [-1.67, 0.95, -4.46], [-2.34, 0.99, -3.25], [-1.72, 1.53, -2.13], [3.14, 2.89, -1.06], [4.23, 3.73, -1.30], [5.51, 3.25, -1.15], [5.69, 1.92, -0.78], [4.57, 1.15, -0.56], [3.31, 1.61, -0.67], [1.79, 4.31, -1.50], [-2.09, 4.05, -1.69], [-3.30, 5.96, -0.73], [-2.38, 7.19, 1.21], [-0.23, 6.47, 2.20], [0.97, 4.53, 1.27], [1.28, 2.30, -3.47], [0.17, 1.40, -5.49], [-2.15, 0.53, -5.33], [-3.34, 0.58, -3.16], [-2.24, 1.52, -1.17], [4.05, 4.76, -1.60], [6.36, 3.90, -1.32], [6.67, 1.49, -0.66], [4.66, 0.11, -0.27], [-4.14, -2.75, -1.52], [-2.72, -2.25, -1.65], [-1.98, -2.52, -2.79], [-0.67, -2.02, -2.87], [0.16, -2.31, -4.09], [-0.14, -1.30, -1.84], [-0.84, -1.01, -0.62], [-2.17, -1.52, -0.59], [-0.22, -0.32, 0.37], [-0.87, -0.12, 1.70], [0.13, 0.57, 2.66], [-0.49, 0.82, 4.04], [-1.72, 1.72, 3.90], [-2.74, 1.03, 2.99], [-3.14, -0.32, 3.59], [-1.90, -1.20, 3.76], [-0.90, -0.51, 4.68], [-1.24, -1.45, 2.39], [-2.11, 0.80, 1.61], [-4.45, -3.29, -2.42], [-4.84, -1.92, -1.37], [-4.25, -3.42, -0.66], [-2.41, -3.09, -3.60], [-0.46, -2.50, -4.97], [0.78, -3.21, -3.94], [0.83, -1.48, -4.32], [0.87, -0.91, -1.93], [-2.82, -1.33, 0.24], [0.43, 1.53, 2.24], [1.02, -0.06, 2.75], [0.25, 1.32, 4.68], [-1.43, 2.68, 3.46], [-2.16, 1.92, 4.88], [-3.62, 1.67, 2.88], [-3.87, -0.82, 2.94], [-3.63, -0.17, 4.56], [-2.19, -2.17, 4.19], [-0.02, -1.15, 4.82], [-1.34, -0.34, 5.67], [-1.90, -2.06, 1.78], [-0.32, -2.04, 2.53], [-1.81, 1.75, 1.17], [-2.86, 0.35, 0.94], [2.70, -3.45, -1.68], [2.87, -3.92, -0.30], [2.26, -5.11, 0.09], [2.73, -5.26, 1.60], [2.83, -3.83, 1.96], [2.44, -3.04, 0.80], [3.14, -1.38, 0.76], [2.15, -4.19, -2.26], [3.67, -3.28, -2.14], [2.14, -2.51, -1.68], [2.21, -6.97, -0.16], [3.77, -5.61, 1.44], [2.27, -3.61, 2.77], [2.06, -6.10, 2.34], [0.25, -4.51, 0.25], [-0.39, -5.18, 1.58], [1.00, -2.95, 0.73], [2.41, -6.21, -0.72]],
  "e_above_lowest_kj_mol": 201.4,
  "multiplicity": 3,
  "lumo_energy_ev": [2.216, 0.868],
  "charge": -1,
  "molar_mass_da": 984.9
}

---

(4)
{
  "formula": "C39H46CrN3O3S3Si2Te",
  "method": "ωB97M-V/def2-TZVPD",
  "elements": ["Cr", "C", "C", "C", "C", "C", "C", "N", "N", "Si", "C", "C", "C", "H", "H", "H", "H", "H", "H", "H", "H", "H", "H", "H", "H", "H", "H", "H", "C", "C", "S", "C", "C", "S", "H", "H", "H", "H", "H", "H", "C", "C", "C", "C", "C", "C", "Si", "C", "C", "C", "C", "C", "C", "H", "H", "H", "H", "H", "H", "H", "H", "H", "H", "H", "N", "C", "C", "C", "C", "C", "C", "S", "O", "O", "O", "H", "H", "H", "H", "H", "H", "C", "Te", "C", "C", "C", "C", "C", "C", "C", "H", "H", "H", "H", "H", "H", "H", "H"],
  "xyz": [[0.58, 0.00, 0.79], [3.27, 2.82, -0.15], [1.79, 3.06, -0.26], [1.30, 4.16, -0.95], [-0.08, 4.32, -1.02], [-0.93, 3.44, -0.42], [-0.38, 2.34, 0.32], [0.97, 2.19, 0.35], [-1.05, 1.36, 0.94], [-2.74, 1.59, 1.31], [-2.92, 3.31, 2.11], [-3.41, 0.37, 2.54], [-3.90, 1.57, -0.18], [3.78, 3.76, 0.09], [3.67, 2.43, -1.09], [3.48, 2.08, 0.62], [1.99, 4.85, -1.41], [-0.49, 5.16, -1.58], [-2.00, 3.56, -0.50], [-1.95, 3.80, 2.26], [-3.39, 3.21, 3.09], [-3.54, 3.99, 1.52], [-2.74, 0.20, 3.39], [-3.64, -0.60, 2.11], [-4.34, 0.79, 2.94], [-3.71, 2.36, -0.90], [-4.93, 1.68, 0.17], [-3.83, 0.61, -0.70], [3.89, -2.45, -1.61], [2.88, -1.97, -0.59], [2.32, -0.31, -0.68], [2.43, -2.75, 0.41], [2.90, -4.17, 0.61], [1.26, -2.13, 1.57], [4.33, -1.60, -2.12], [3.42, -3.09, -2.36], [4.69, -3.03, -1.15], [3.99, -4.24, 0.56], [2.49, -4.84, -0.16], [2.57, -4.54, 1.58], [-1.13, -4.75, -2.98], [-1.98, -3.65, -2.98], [-1.98, -2.77, -1.91], [-1.14, -2.94, -0.80], [-0.31, -4.06, -0.82], [-0.29, -4.95, -1.89], [-1.22, -1.64, 0.60], [-1.96, -2.54, 2.10], [-3.01, -3.44, 1.88], [-3.70, -4.01, 2.94], [-3.37, -3.68, 4.25], [-2.33, -2.79, 4.50], [-1.64, -2.24, 3.43], [-1.11, -5.43, -3.82], [-2.65, -3.48, -3.82], [-2.64, -1.91, -1.93], [0.33, -4.25, 0.04], [0.38, -5.80, -1.87], [-2.45, -0.95, 0.06], [-3.30, -3.69, 0.87], [-4.51, -4.71, 2.74], [-3.92, -4.11, 5.08], [-2.09, -2.51, 5.51], [-0.84, -1.54, 3.63], [1.25, 0.68, 2.76], [0.67, 0.41, 4.04], [1.17, -0.63, 4.83], [0.55, -0.95, 6.02], [-0.56, -0.25, 6.46], [-1.04, 0.80, 5.69], [-0.42, 1.13, 4.48], [-1.37, -0.73, 7.99], [-1.66, -2.14, 7.80], [-0.37, -0.47, 9.02], [-2.55, 0.13, 8.08], [1.27, 1.67, 2.55], [2.20, 0.32, 2.71], [2.01, -1.21, 4.47], [0.92, -1.78, 6.62], [-1.91, 1.34, 6.03], [-0.82, 1.93, 3.86], [0.86, -1.51, -3.62], [0.04, 0.35, -2.98], [-1.14, 0.11, -4.78], [-0.31, -0.75, -5.69], [-0.49, -0.77, -7.07], [0.31, -1.57, -7.88], [1.29, -2.36, -7.31], [1.48, -2.35, -5.93], [0.68, -1.55, -5.11], [0.31, -2.31, -3.13], [1.90, -1.58, -3.31], [-1.36, 1.07, -5.23], [-2.08, -0.38, -4.52], [-1.26, -0.15, -7.51], [0.16, -1.57, -8.95], [1.93, -2.98, -7.93], [2.25, -2.96, -5.48]],
  "e_above_lowest_kj_mol": 25.1,
  "multiplicity": 2,
  "lumo_energy_ev": [3.517, 3.517],
  "charge": -2,
  "molar_mass_da": 936.8
}

---

(5)
{
  "formula": "C39H46FN6O3SSiY",
  "method": "ωB97M-V/def2-TZVPD",
  "elements": ["Y", "C", "C", "C", "C", "C", "C", "C", "H", "H", "H", "H", "H", "H", "H", "H", "C", "C", "C", "C", "C", "C", "N", "N", "Si", "C", "C", "C", "H", "H", "H", "H", "H", "H", "H", "H", "H", "H", "H", "H", "H", "H", "H", "C", "C", "N", "C", "C", "C", "O", "O", "C", "O", "C", "C", "C", "F", "C", "C", "C", "N", "C", "C", "N", "C", "C", "H", "H", "H", "H", "H", "H", "H", "H", "H", "H", "H", "H", "H", "H", "H", "H", "H", "H", "S", "C", "N", "C", "C", "C", "C", "C", "C", "H", "H", "H", "H", "H"],
  "xyz": [[-0.65, -2.34, 0.88], [0.02, -3.87, -3.71], [-0.53, -4.28, -2.37], [-1.60, -3.60, -1.79], [-2.12, -4.01, -0.57], [-1.56, -5.09, 0.11], [-0.49, -5.76, -0.45], [0.01, -5.37, -1.68], [-0.26, -4.59, -4.48], [1.11, -3.84, -3.68], [-0.35, -2.89, -4.01], [-2.05, -2.77, -2.32], [-3.05, -3.56, -0.22], [-2.01, -5.45, 1.03], [-0.05, -6.61, 0.06], [0.85, -5.90, -2.12], [-4.61, -3.18, 1.82], [-3.99, -1.87, 2.23], [-4.74, -0.92, 2.87], [-4.11, 0.28, 3.25], [-2.78, 0.47, 2.99], [-2.05, -0.54, 2.33], [-2.68, -1.69, 1.94], [-0.72, -0.51, 2.04], [0.43, 0.69, 2.52], [0.69, 0.63, 4.36], [2.03, 0.25, 1.64], [-0.06, 2.44, 2.01], [-5.04, -3.11, 0.81], [-5.41, -3.45, 2.50], [-3.87, -3.98, 1.82], [-5.78, -1.10, 3.09], [-4.68, 1.04, 3.76], [-2.27, 1.38, 3.29], [1.11, -0.34, 4.65], [-0.25, 0.77, 4.90], [1.39, 1.41, 4.69], [2.06, -0.81, 1.36], [2.89, 0.43, 2.28], [2.16, 0.84, 0.73], [-0.25, 3.07, 2.89], [-0.97, 2.44, 1.40], [0.75, 2.90, 1.44], [3.20, 0.97, -5.37], [3.67, 0.97, -3.92], [2.60, 0.59, -2.97], [2.59, -0.64, -2.46], [1.60, -1.16, -1.67], [1.87, -2.52, -1.08], [2.83, -3.16, -1.46], [1.05, -2.89, -0.14], [0.43, -0.38, -1.43], [-0.60, -0.78, -0.83], [0.48, 0.99, -1.91], [-0.56, 1.87, -1.59], [-0.51, 3.16, -2.00], [-1.50, 4.01, -1.62], [0.54, 3.67, -2.78], [1.57, 2.80, -3.10], [1.56, 1.46, -2.67], [0.58, 5.00, -3.22], [-0.61, 5.76, -3.56], [-0.94, 6.80, -2.50], [0.27, 7.68, -2.29], [1.49, 6.87, -1.93], [1.75, 5.83, -3.01], [4.02, 1.26, -6.02], [2.37, 1.65, -5.53], [2.88, -0.03, -5.66], [4.08, 1.93, -3.62], [4.46, 0.23, -3.78], [3.44, -1.28, -2.68], [-1.38, 1.51, -0.98], [2.37, 3.16, -3.74], [-1.46, 5.11, -3.71], [-0.42, 6.28, -4.51], [-1.17, 6.33, -1.54], [-1.77, 7.44, -2.80], [0.08, 8.37, -1.56], [0.46, 8.20, -3.15], [1.28, 6.39, -0.97], [2.33, 7.56, -1.82], [2.60, 5.23, -2.71], [2.01, 6.34, -3.95], [2.72, -3.69, 4.09], [1.89, -3.45, 2.61], [0.60, -3.34, 2.68], [0.17, -3.46, 4.01], [-1.15, -3.42, 4.46], [-1.40, -3.56, 5.81], [-0.35, -3.74, 6.72], [0.96, -3.80, 6.30], [1.21, -3.65, 4.93], [2.43, -3.40, 1.68], [-1.96, -3.27, 3.76], [-2.41, -3.52, 6.17], [-0.57, -3.85, 7.77], [1.77, -3.95, 7.00]],
  "e_above_lowest_kj_mol": 0.0,
  "lumo_energy_ev": -4.798,
  "charge": 2,
  "molar_mass_da": 814.9
}